{"formula": "C41H32F5N3O2PbS3Te", "method": "ωB97M-V/def2-TZVPD", "orbital_gap_ev": 7.783, "charge": 0, "lumo_ev": -0.079, "de_lowest_ev": 0.271, "symbols": ["Pb", "C", "C", "C", "C", "C", "O", "C", "C", "C", "C", "C", "C", "C", "O", "C", "C", "C", "N", "C", "C", "Te", "C", "C", "C", "C", "C", "C", "C", "C", "C", "C", "C", "C", "H", "H", "H", "H", "H", "H", "H", "H", "H", "H", "H", "H", "H", "H", "H", "H", "H", "H", "H", "H", "H", "H", "H", "H", "S", "C", "C", "C", "C", "C", "C", "S", "H", "H", "H", "H", "F", "C", "C", "F", "C", "F", "C", "S", "C", "F", "C", "F", "N", "N", "H", "H", "H", "H"], "xyz": [[1.33506, 1.66699, 1.08278], [-3.80756, -1.67330, -3.55381], [-2.83992, -0.82274, -2.76789], [-2.66727, 0.52321, -3.02795], [-1.75463, 1.32524, -2.32482], [-1.63743, 2.76718, -2.64269], [-0.59998, 3.40063, -2.51330], [-2.85069, 3.50531, -3.14120], [-2.66303, 4.54188, -4.05076], [-3.74316, 5.27678, -4.51148], [-5.02280, 4.99192, -4.05232], [-5.21567, 3.97788, -3.12423], [-4.13406, 3.23835, -2.66774], [-0.95934, 0.74327, -1.31066], [-0.02768, 1.40187, -0.68292], [-1.18021, -0.61913, -1.01411], [-2.07690, -1.37743, -1.73823], [-0.40444, -1.19639, 0.11980], [-0.69979, -0.94353, 1.33383], [-1.93730, -0.21756, 1.58996], [-2.40678, -0.33128, 3.04050], [-2.40132, -2.36353, 3.75474], [-3.55631, -2.98220, 2.09317], [-4.85692, -2.50875, 1.93594], [-5.58356, -2.82860, 0.79694], [-5.02175, -3.63552, -0.18539], [-3.73197, -4.12048, -0.02519], [-2.99750, -3.79091, 1.10807], [0.75191, -2.08567, -0.18540], [1.40785, -2.75811, 0.84692], [2.46839, -3.60266, 0.57119], [2.88631, -3.79533, -0.74088], [2.24385, -3.12881, -1.77241], [1.18594, -2.27437, -1.49632], [-4.34550, -1.07544, -4.28927], [-4.54111, -2.14006, -2.89203], [-3.28691, -2.47303, -4.08538], [-3.23407, 0.97114, -3.83563], [-1.65976, 4.75508, -4.39712], [-3.58867, 6.07794, -5.22275], [-5.86925, 5.56233, -4.41386], [-6.20976, 3.76007, -2.75493], [-4.28351, 2.46273, -1.92714], [-2.20042, -2.42740, -1.48692], [-2.72999, -0.60562, 0.94216], [-1.81851, 0.84032, 1.32306], [-3.42541, 0.04283, 3.12526], [-1.77268, 0.22508, 3.73043], [-5.30347, -1.88957, 2.70459], [-6.59294, -2.45450, 0.67918], [-5.59165, -3.88820, -1.07065], [-3.29173, -4.75276, -0.78717], [-1.98289, -4.15449, 1.22253], [1.05437, -2.60681, 1.85846], [2.98164, -4.11318, 1.37626], [3.71570, -4.45779, -0.95523], [2.57087, -3.26661, -2.79526], [0.70194, -1.74173, -2.30406], [2.98456, 0.94804, 4.65309], [3.48704, -0.72101, 4.91334], [4.62368, -1.35791, 5.37130], [4.57242, -2.74721, 5.44221], [3.42448, -3.45463, 5.08782], [2.28213, -2.80504, 4.63089], [2.35305, -1.42976, 4.53626], [1.26864, -0.12767, 4.03851], [5.51012, -0.81121, 5.66561], [5.44598, -3.28686, 5.78450], [3.42637, -4.53429, 5.16753], [1.38539, -3.35290, 4.37047], [7.65810, 4.58128, -0.00251], [6.75279, 3.62042, 0.17586], [5.63305, 3.84864, 0.94960], [5.45142, 5.03715, 1.53324], [4.69787, 2.84717, 1.10525], [3.61419, 3.12343, 1.86539], [4.80198, 1.61198, 0.48906], [3.58629, 0.35269, 0.59725], [5.95888, 1.40249, -0.25852], [6.15744, 0.23057, -0.86548], [6.91803, 2.38258, -0.42024], [8.00447, 2.14726, -1.15780], [2.89167, 3.07172, -1.64022], [1.83860, 3.35665, -0.69912], [2.61666, 3.44149, -2.54471], [2.93803, 2.06184, -1.73450], [0.93386, 3.30550, -1.17673], [1.98514, 4.30304, -0.36604]]}

---

{"formula": "C4H12", "method": "ωB97M-V/def2-TZVPD", "orbital_gap_ev": 12.181, "charge": 0, "lumo_ev": 1.098, "de_lowest_ev": 0.989, "symbols": ["C", "C", "H", "H", "H", "H", "H", "H", "C", "C", "H", "H", "H", "H", "H", "H"], "xyz": [[-1.59342, 1.92910, -1.58982], [-1.94703, 0.78253, -0.60168], [-1.15812, 2.78753, -1.15596], [-0.70979, 1.44263, -2.21068], [-2.41091, 2.05736, -2.30172], [-1.12740, 0.20158, -0.10585], [-2.62065, 0.05985, -1.03684], [-2.69442, 1.22621, 0.25332], [1.29054, -0.86198, 0.69688], [2.22669, -1.79702, 1.49177], [0.33228, -1.04671, 0.99937], [1.47158, 0.18588, 0.91882], [1.55841, -0.99665, -0.42973], [3.29343, -1.88353, 1.16417], [1.90757, -2.84067, 1.36415], [2.29733, -1.50930, 2.55803]]}